C22H36BrClF2NO2SbSi3V | the ωB97M-V functional and the def2-TZVPD basis

Each line ends with the Mulliken spin population.
Geometry (Å):
V 1.5194 0.0462 0.5247  2.10
F 3.5445 -0.3208 0.0646  0.00
C 2.5996 -0.9371 -0.7622  -0.10
F 2.6928 -2.2635 -0.4837  0.00
H 2.9406 -0.8083 -1.8029  0.00
C -2.9395 0.9991 1.9418  0.00
Si -2.8159 -0.5341 0.7931  -0.01
C -4.2735 -0.5168 -0.4534  -0.01
C -2.7174 -2.1945 1.7476  0.00
Sb -0.6610 -0.4767 -0.7952  -0.11
Si -0.5508 -2.7619 -2.1928  0.00
C -0.3252 -4.1865 -0.9421  0.00
C 0.8574 -2.5241 -3.4702  0.00
C -2.2182 -2.8680 -3.1261  -0.01
Si -1.0644 1.5285 -2.4596  0.01
C -2.5088 1.1117 -3.6309  -0.01
C -1.5435 3.0269 -1.3614  0.00
C 0.5395 1.7707 -3.4813  0.00
H -3.7937 0.9250 2.6106  0.00
H -3.0503 1.9166 1.3681  0.00
H -2.0482 1.0934 2.5549  0.00
H -5.2201 -0.6416 0.0613  0.00
H -4.1852 -1.3152 -1.1824  0.00
H -4.3211 0.4231 -0.9943  0.00
H -3.4838 -2.2776 2.5137  0.00
H -1.7515 -2.2966 2.2373  0.00
H -2.8388 -3.0392 1.0729  0.00
H 0.5466 -4.0022 -0.3177  0.00
H -0.1912 -5.1496 -1.4278  0.00
H -1.1924 -4.2663 -0.2896  0.00
H 1.8077 -2.3459 -2.9782  0.00
H 0.6509 -1.6833 -4.1281  0.00
H 0.9810 -3.4045 -4.0937  0.00
H -3.0410 -3.1504 -2.4790  0.00
H -2.1542 -3.6154 -3.9091  0.00
H -2.4767 -1.9258 -3.5951  0.00
H -3.4200 0.9012 -3.0824  0.00
H -2.2963 0.2574 -4.2636  0.00
H -2.7019 1.9581 -4.2843  0.00
H -2.6223 3.0731 -1.2428  0.00
H -1.2273 3.9708 -1.7951  0.00
H -1.1000 2.9455 -0.3719  0.00
H 0.4895 1.2222 -4.4188  0.00
H 1.4023 1.4075 -2.9245  0.00
H 0.7113 2.8140 -3.7329  0.00
Cl 3.5698 -0.6806 7.4977  0.00
C 2.7562 -0.6500 5.9772  0.00
C 3.4957 -0.7449 4.8043  0.00
C 2.8376 -0.7722 3.5901  0.01
C 1.4491 -0.6802 3.5461  0.01
C 0.7185 -0.5393 4.7187  0.00
C 1.3719 -0.5365 5.9376  0.00
C 0.8146 -0.6960 2.2129  -0.02
O 0.1344 0.3036 1.8144  0.01
O 1.0090 -1.6457 1.4161  0.06
H 4.5715 -0.8138 4.8408  0.00
H 3.4094 -0.8628 2.6717  0.00
H -0.3567 -0.4467 4.6812  0.00
H 0.8096 -0.4569 6.8554  0.00
Br 4.6193 3.9318 -2.2675  0.00
C 3.2910 3.5320 -0.9731  -0.01
C 2.7493 4.5249 -0.1654  0.04
C 1.7692 4.1263 0.7379  -0.02
C 1.3853 2.8029 0.7962  0.08
N 1.9169 1.8361 0.0197  -0.11
C 2.8575 2.2239 -0.8578  0.07
H 3.0648 5.5534 -0.2449  0.00
H 1.3061 4.8522 1.3882  0.00
H 0.6094 2.4817 1.4837  -0.01
H 3.2911 1.4702 -1.5016  0.00

Output
Multiplicity = 3
Relative energy (zero: lowest compared OMol25 entry of this formula, charge and spin) = 281.7 kJ/mol
Charge = +1
LUMO level (alpha / beta) = -0.1216 / -0.1281 Ha
Calculated total energy = -6351.65917 Ha
Frontier orbital gap (alpha / beta) = 7.93 / 7.55 eV